ORCA calculation (ωB97M-V/def2-TZVPD) on a 11-piece molecular cluster, C7H33NO10 overall in a non-equilibrium geometry.

- HOMO level (spin up / spin down): 0.34 / -5.37 eV
- ⟨S²⟩: 0.753

The geometry in ORCA input format:
```
! wB97M-V def2-TZVPD RIJCOSX def2/J DEFGRID3
* xyz -1 2
C 1.06 2.36 1.88
C 0.10 1.46 1.13
C 0.35 -0.06 1.00
C -0.73 -3.12 -2.45
C 0.23 -2.27 -2.14
C -0.09 -1.14 -1.24
C 0.70 -0.85 -0.20
N 1.07 2.20 3.37
H 2.10 1.98 1.74
H 0.92 3.42 1.77
H -0.13 1.90 0.14
H -0.90 1.63 1.53
H 1.04 -0.23 1.81
H -0.55 -0.50 1.50
H -1.77 -2.95 -2.21
H -0.49 -4.06 -2.96
H 1.24 -2.58 -2.38
H -1.05 -0.64 -1.22
H 1.71 -1.26 -0.21
H 0.14 2.45 3.70
H 1.28 1.31 3.80
H -1.36 3.90 -1.63
H 0.10 4.01 -1.17
O -0.79 3.84 -0.85
H 2.66 -3.46 1.83
H 1.44 -2.75 1.96
O 2.32 -2.74 2.39
H -3.06 2.81 -0.80
H -3.98 2.21 -1.62
O -3.90 2.35 -0.66
H 1.05 2.45 -3.86
H 1.49 2.14 -2.42
O 0.89 2.74 -2.94
H 3.74 0.77 -1.21
H 2.75 0.64 -0.12
O 2.81 0.53 -1.08
H 3.72 0.24 2.68
H 4.11 -1.23 2.13
O 3.60 -0.43 1.98
H 0.40 -2.93 0.44
H 0.01 -4.21 -0.19
O 0.44 -3.88 0.63
H -2.70 -0.41 1.00
H -3.70 0.50 0.33
O -3.64 -0.38 0.74
H -1.86 0.51 -1.84
H -0.99 1.78 -2.33
O -1.85 1.35 -2.30
H -2.99 -3.48 0.82
H -3.67 -2.50 -0.18
O -3.24 -3.37 -0.10
*
```